Here is a molecular structure, C29H37BF5N8ORhSSe in a non-equilibrium geometry from OMol25. Energies are from the ωB97M-V functional and the def2-TZVPD basis.

CARTESIAN COORDINATES (ANGSTROEM)
1 Rh -0.08777 -0.12510 -0.20892
2 Se 2.48148 0.00146 -1.28879
3 S -0.87933 2.36085 -0.88892
4 F 7.17319 2.28614 -0.52333
5 F 6.49355 -1.95301 1.47500
6 F 3.96989 -1.99624 0.45591
7 F 8.11921 0.19519 0.97390
8 F 4.59554 2.22583 -1.47195
9 O 0.42272 -0.82550 -2.18148
10 N -0.39590 4.23173 -2.74399
11 N -1.02436 0.54390 2.71931
12 N 1.40334 3.15572 -2.17572
13 N -2.37705 -0.18792 0.08212
14 N -0.25462 -1.96561 1.24414
15 N -0.06489 0.85100 1.83320
16 N -2.88844 -0.39017 1.30290
17 N -1.14477 -1.90355 2.24978
18 C 0.08613 2.26977 3.53290
19 C -0.87479 -2.79627 -2.52966
20 C 0.32858 -3.15913 1.27914
21 C 6.37749 1.24054 -0.25600
22 C -1.13714 -3.06603 2.93062
23 C 5.08186 1.19936 -0.74077
24 C -0.95666 1.38949 3.76651
25 C -4.58424 -0.08941 -0.07238
26 C 6.86541 0.17428 0.50194
27 C -5.15454 -0.53653 2.38949
28 C 4.75400 -0.93174 0.24127
29 C 4.22826 0.12245 -0.50399
30 C 6.03788 -0.91861 0.75448
31 C -1.85333 1.35032 4.95332
32 C -1.99305 -3.38057 4.10309
33 C -3.16785 0.31481 -2.20594
34 C -4.23347 -0.34244 1.24007
35 C -0.33427 -1.16380 -4.39998
36 C 0.61773 1.89384 2.29851
37 C 0.16931 -1.82487 -3.09514
38 C 0.07020 3.22254 -1.96533
39 C 1.74515 2.50320 1.54382
40 C -3.37732 0.01005 -0.76764
41 C 1.77492 4.11600 -3.08087
42 C 1.39821 -3.58211 0.34361
43 C -0.20742 -3.89676 2.33849
44 C -1.77800 4.58821 -2.87213
45 C 1.46054 -2.59967 -3.43262
46 C 0.65515 4.78739 -3.42923
47 B -1.98779 -0.64674 2.52717
48 H 2.35591 3.12269 2.19525
49 H -3.71288 -0.39266 -2.83034
50 H -2.65381 -0.79153 3.48912
51 H -5.03513 -1.52529 2.82659
52 H -0.46832 -3.26897 -1.64090
53 H 0.51301 5.62263 -4.08367
54 H 0.37858 -0.40595 -4.71853
55 H -2.23176 4.67882 -1.88388
56 H 2.22149 -1.92116 -3.80903
57 H 2.36477 1.71832 1.10965
58 H -1.29308 -0.67977 -4.23798
59 H -1.14098 -3.56280 -3.24966
60 H 1.25585 -3.35334 -4.18683
61 H 1.36030 3.12904 0.73747
62 H -1.77173 -4.39196 4.43661
63 H -1.74950 0.40406 5.48323
64 H -0.43391 -1.90632 -5.18593
65 H -1.76601 -2.24775 -2.23867
66 H -6.17753 -0.43749 2.03636
67 H 0.41268 3.06322 4.17615
68 H -1.80548 -2.68947 4.92193
69 H 1.59732 -2.77972 -0.36393
70 H 0.04753 -4.89333 2.63778
71 H -3.04672 -3.32198 3.83923
72 H -2.10236 0.26867 -2.42771
73 H 2.78873 4.23914 -3.39594
74 H -1.85498 5.53217 -3.40645
75 H 2.31019 -3.79444 0.89950
76 H -1.59313 2.16369 5.62937
77 H 2.00399 2.44148 -1.77591
78 H -3.52915 1.31973 -2.42531
79 H 1.85252 -3.08371 -2.54406
80 H 1.11019 -4.48833 -0.19070
81 H -2.89508 1.46028 4.65519
82 H -5.57383 0.00546 -0.47014
83 H -2.31687 3.81048 -3.41932
84 H -4.97355 0.20376 3.16557

Properties
- E_HOMO (spin up / spin down) (eV) = -7.35 / -7.36
- charge = 0
- E_LUMO (spin up / spin down) (eV) = -1.26 / -1.16

=====

Here is C22H20N2O5 in the gas phase from OMol25. Energies are from the ωB97M-V functional and the def2-TZVPD basis.

CARTESIAN COORDINATES (ANGSTROEM)
1 O 3.19224 -3.81746 0.34856
2 O 0.51604 -3.77489 -0.31990
3 O -1.09624 1.05332 -2.04741
4 O 2.97658 3.45866 -0.26021
5 O -2.39700 -1.40646 1.54282
6 N -1.60986 -0.40792 -0.36253
7 N 0.50259 -1.51806 -0.25369
8 C 3.87700 3.84973 -1.27038
9 C -1.64533 0.81821 -1.00476
10 C 2.43428 -2.71926 0.55417
11 C 0.91494 0.66976 0.73396
12 C 4.33208 -3.65378 1.01797
13 C -4.58595 2.98862 0.04130
14 C 1.08511 -2.73721 -0.04616
15 C 4.33825 -2.46083 1.67935
16 C 1.19425 -0.27772 -0.24695
17 C 2.09934 0.02704 -1.25075
18 C 2.43633 2.21500 -0.31541
19 C -4.50325 0.84847 0.85303
20 C 3.10341 -1.84885 1.38046
21 C 2.72420 1.26037 -1.28600
22 C -4.97403 2.26418 1.08295
23 C -4.62503 0.76677 -0.67290
24 C -2.51092 1.74429 -0.18233
25 C -3.85006 2.06949 -0.90313
26 C -2.31767 -0.44599 0.82938
27 C -2.95856 0.91141 1.02205
28 C 1.52881 1.90221 0.69956
29 C -0.82078 -1.50567 -0.85508
30 H 1.32380 2.64857 1.45083
31 H -3.72243 2.41232 -1.92569
32 H 2.75878 -0.90338 1.74315
33 H -1.29961 -2.45640 -0.59905
34 H -5.47736 2.59150 1.97313
35 H 2.31343 -0.70698 -2.01271
36 H 3.42190 1.46864 -2.08086
37 H -5.65793 0.83481 -1.00933
38 H -4.15846 -0.11376 -1.11163
39 H 0.22697 0.42678 1.53064
40 H -4.69887 4.04469 -0.11639
41 H 5.11746 -2.06829 2.29967
42 H -4.97589 0.06960 1.44412
43 H 5.06077 -4.43772 0.95099
44 H 3.40651 3.82311 -2.25792
45 H 4.77312 3.22131 -1.27475
46 H 4.15778 4.87431 -1.03219
47 H -2.68633 1.31601 1.99748
48 H -0.74743 -1.38733 -1.94481
49 H -1.95587 2.65231 0.05515

Properties
- E_HOMO (eV) = -8.54
- SMILES string = COc1ccc(N(CN2C(=O)[C@@H]3[C@H](C2=O)[C@H]2C=C[C@@H]3C2)C(=O)c2ccco2)cc1
- charge = 0
- energy above the lowest of the compared OMol25 structures with the same formula, charge and spin (kcal/mol) = 55.3
- E_LUMO (eV) = 0.64